No. 1
Computed, not measured: a 2-piece molecular cluster, C2H3NO2 overall in a non-equilibrium geometry, with ωB97M-V/def2-TZVPD.

Geometry as XYZ:
```
8
Properties=species:S:1:pos:R:3:forces:R:3:mulliken_charge:R:1
O -2.564016 -0.219444 -0.329121 1.469 1.667 2.390 -0.238
C 1.187210 -0.040524 -0.308452 -4.809 -0.281 1.375 0.132
C -1.952102 0.425955 0.430923 1.685 -3.408 -4.583 0.373
H 1.292295 0.438504 -1.216718 1.964 1.050 -2.013 0.377
H -2.121231 1.182703 1.133507 0.389 1.080 1.219 0.353
H 2.567499 -1.269653 -0.013062 0.334 -0.250 -0.408 0.233
N 1.634770 -1.028905 0.274791 1.170 -0.778 1.134 -0.578
O -0.044425 0.511366 0.028130 -2.202 0.921 0.886 -0.651
```
Forces are in eV/Å.

- Total charge: 0
- Strongest force on any atom: 5.95 eV/A
- Highest occupied orbital energy: -9.4 eV
- Energy relative to the best compared isomer or geometry (same formula, charge and spin): 380.8 kJ/mol

No. 2
Computed, not measured: C47H47AsNOP2Pt as an isolated structure in a non-equilibrium geometry, with ωB97M-V/def2-TZVPD.

Geometry as XYZ:
```
100
Properties=species:S:1:pos:R:3:forces:R:3:mulliken_charge:R:1
C -2.554607 2.900827 -1.650689 -0.142 -0.168 0.018 0.965
C 5.784173 1.293467 0.956917 0.026 0.014 0.010 -0.813
C 1.973710 -2.708812 -1.391744 0.099 -0.015 0.005 -0.494
H 6.309999 0.058325 -2.161368 0.008 -0.016 0.017 0.512
H 3.714070 -3.284954 1.480314 -0.033 -0.018 0.010 0.418
H -3.960220 -2.231696 2.482178 0.010 -0.012 -0.017 0.514
H 0.868091 -3.273075 1.994461 0.011 0.000 -0.047 0.439
H -0.821616 -1.336888 4.823844 -0.027 0.022 -0.016 0.411
H 3.016986 -0.673900 4.101836 -0.005 0.069 -0.019 0.439
H -2.194042 0.457762 -0.426210 -0.151 -0.111 -0.053 -0.111
C 0.416630 2.419568 -2.718130 0.154 -0.186 0.026 1.140
H 0.406258 8.408301 0.236193 0.118 -0.014 -0.042 0.413
H 1.760279 1.939751 3.660179 -0.007 -0.008 -0.004 0.354
H 2.875246 -5.946932 -1.753155 0.004 0.009 -0.003 0.450
C -4.443262 3.044987 -3.122989 0.003 0.104 0.023 -0.847
C -0.184544 -3.036886 2.073194 -0.036 0.056 0.025 -0.611
H 6.274129 1.894398 1.711134 -0.010 0.016 -0.020 0.492
As -0.694861 3.001025 -1.287940 -0.074 0.302 0.117 0.999
C 3.233247 -3.471833 0.528477 0.024 0.051 -0.056 -0.474
C 2.226196 1.501754 -4.601880 0.015 -0.005 0.006 -0.741
H -0.815750 -0.490905 7.128999 -0.003 0.021 0.003 0.471
H 2.827175 -2.352559 3.591621 -0.016 -0.022 -0.041 0.240
C 4.547407 -0.273699 -0.996206 0.045 -0.018 0.121 -0.924
H -2.301850 -0.409729 2.614342 -0.015 -0.023 0.013 0.491
H -3.736086 -1.091938 -2.212313 0.021 -0.014 -0.028 0.531
H -5.428217 2.328514 0.041861 -0.002 0.008 -0.010 0.468
H -1.104385 1.908731 -4.162930 -0.005 -0.048 -0.014 0.240
C -1.207759 -2.238486 -2.389561 -0.094 0.016 -0.007 -1.446
H -0.871883 -0.105878 -2.598759 -0.003 0.024 -0.004 -0.626
C -0.546595 5.805769 -1.699035 0.104 -0.039 -0.023 -0.361
C 1.197997 1.863645 5.722481 -0.012 0.010 0.097 -0.814
H -0.669827 -2.328717 -3.333869 -0.029 -0.014 0.009 0.402
C -5.284107 2.739015 -2.061012 0.017 0.057 0.019 -0.612
H 3.992038 1.051140 2.102723 0.042 -0.062 0.027 0.418
C 0.452145 6.356231 0.848329 -0.098 -0.062 0.029 -0.697
C 5.807198 0.252256 -1.223303 0.007 0.004 0.012 -0.723
C -0.320378 4.784235 -0.781641 0.225 0.019 0.295 0.285
H 4.070164 -0.884720 -1.751733 0.042 -0.047 0.013 0.504
H -2.030492 -1.281927 -0.025703 0.313 -0.049 0.050 0.615
H -2.108184 -2.849984 -2.469421 0.013 0.014 0.025 0.452
H -2.438289 3.459507 -3.739165 0.007 -0.065 -0.029 0.466
C -3.074416 3.154962 -2.918867 -0.025 -0.021 0.070 -0.692
C -0.259620 0.036498 6.365821 0.083 -0.003 0.068 -0.851
C 0.456057 1.184826 6.689776 -0.016 -0.039 -0.069 -0.576
H 0.514233 1.114404 -5.836483 0.004 0.005 0.006 0.492
H 0.845426 6.576172 1.831695 -0.063 0.025 0.013 0.429
C -0.251724 7.109156 -1.334074 -0.147 0.013 0.034 -0.743
C -3.396449 2.619492 -0.575044 -0.060 -0.056 -0.146 -0.508
C -1.977143 -1.429230 2.428452 0.074 -0.120 0.214 -0.592
Pt 0.200833 0.054193 0.156125 0.959 1.102 0.676 2.454
O -0.248732 2.047993 0.093213 -0.947 0.058 -0.509 -0.443
C 0.229995 7.382586 -0.058989 -0.030 0.012 -0.002 -0.543
C -0.609103 -1.724968 2.301807 -0.423 0.099 0.264 0.627
H -0.418810 7.913301 -2.037800 -0.011 0.005 0.023 0.435
C -2.483635 -3.755053 2.112475 0.042 0.024 0.022 -0.763
C 0.161112 5.044413 0.497643 0.168 0.113 -0.150 -0.250
C -4.764397 2.531844 -0.787952 0.023 0.107 0.035 -0.966
H 2.930081 1.142053 -5.341296 -0.004 0.049 -0.008 0.470
H -0.808811 -5.064961 1.806494 -0.020 0.010 0.015 0.515
H 7.436008 1.382312 -0.406281 -0.016 0.018 -0.008 0.454
C -2.907654 -2.448137 2.354502 0.011 0.017 -0.104 -0.554
H 0.312682 4.235069 1.198968 0.028 -0.003 0.013 0.422
H 1.467966 -1.909686 -1.924511 -0.017 -0.037 -0.022 0.883
C -1.585543 -0.778929 -2.101304 0.558 -0.213 -0.168 2.179
H -0.950116 5.598940 -2.683886 0.054 0.006 -0.026 0.372
C 2.777754 -4.967501 -1.304053 0.037 0.007 0.057 -0.788
C -0.267434 -0.442263 5.067487 0.047 0.098 -0.021 -0.474
C 6.434676 1.008068 -0.238655 -0.025 0.015 -0.021 -0.637
H 0.429601 1.560671 7.704279 0.026 -0.018 0.001 0.453
P 2.358465 -0.822800 0.538711 0.195 -1.309 -0.037 -0.477
H -4.853052 3.210270 -4.110525 -0.009 0.076 0.027 0.476
N 2.100798 -0.908209 2.203724 0.445 0.424 0.577 0.654
H 3.750472 2.036869 -3.183170 -0.007 -0.024 0.005 0.552
C -1.130845 -4.046107 1.977903 -0.008 -0.024 -0.058 -0.728
C 4.511790 0.800719 1.185581 -0.077 0.021 -0.091 -0.596
H -6.354130 2.709276 -2.217301 0.007 -0.115 -0.016 0.453
C -0.047283 1.935802 -3.939345 0.054 0.031 0.039 -0.558
C 0.490695 0.236699 4.102207 -0.408 1.234 -0.240 0.602
H 1.753125 2.752760 5.988370 -0.017 0.002 0.005 0.472
H -2.968788 -0.684873 -3.752457 -0.002 -0.016 0.017 0.456
C 3.347384 -4.721097 -0.056261 -0.027 -0.014 -0.005 -0.781
H 2.139675 2.844989 -1.490987 0.042 0.008 0.001 0.474
C -2.981818 -0.460353 -2.685049 -0.035 0.044 0.076 -1.560
H -0.593559 -2.668400 -1.601120 0.036 -0.032 0.015 0.223
H -3.212758 -4.551801 2.041989 0.007 0.008 0.018 0.455
H 4.068028 -1.324923 2.843087 -0.009 0.009 -0.044 0.529
C 1.785649 2.445657 -2.435297 -0.063 0.022 -0.112 -0.661
C 2.688197 1.989580 -3.384484 -0.030 0.003 0.040 -0.713
C -1.654382 -0.464275 -0.640523 -1.046 0.602 0.306 -1.008
C 2.526309 -2.465372 -0.136786 -0.023 -0.076 -0.200 0.764
P 0.541012 -0.372047 2.459272 0.501 -2.203 -1.006 0.913
H -2.985308 2.484831 0.419103 -0.018 -0.028 0.014 0.601
C 2.103514 -3.961322 -1.977932 -0.044 0.025 -0.009 -0.942
H -3.263165 0.580325 -2.541352 0.007 -0.032 -0.045 0.181
C 0.866271 1.480825 -4.881187 -0.030 -0.016 0.012 -0.851
H 3.890678 -5.503791 0.456355 -0.001 -0.002 -0.020 0.484
H 1.676372 -4.152807 -2.953890 0.017 0.012 0.012 0.495
C 3.059673 -1.345101 3.248203 -0.158 -0.190 0.006 -1.225
C 3.916435 -0.029696 0.230035 -0.108 0.598 -0.068 1.072
C 1.206723 1.404454 4.423657 -0.051 -0.115 -0.016 -0.394
```
Forces are in eV/Å.

- Total charge: +3
- Strongest force on any atom: 2.47 eV/A
- Highest occupied orbital energy: -16.0 eV
- Energy relative to the best compared isomer or geometry (same formula, charge and spin): 255.2 kJ/mol

> highest occupied orbital energy of number 1 (C2H3NO2)?

-9.4 eV

> Which of these has the highest highest occupied orbital energy?

C2H3NO2

> Which value of highest occupied orbital energy does entry 1 give?

-9.4 eV